The following is a DFT calculation (ωB97M-V/def2-TZVPD) of a molecular structure, C48H44N5NiO2P2S2.

Each line ends with the Mulliken charge.
Atoms and positions in Å:
Ni1 -0.058 0.861 -0.150  0.148
C1 -0.810 -1.945 -2.375  -1.661
C2 0.427 -1.111 -2.727  -1.190
P1 0.372 0.667 -2.293  1.640
C3 -0.642 1.502 -3.540  1.612
C4 -1.401 2.605 -3.174  -0.474
C5 -2.098 3.329 -4.133  -0.141
C6 -2.039 2.945 -5.463  -0.727
C7 -1.277 1.842 -5.838  -0.692
C8 -0.571 1.131 -4.883  -0.929
C9 2.023 1.278 -2.766  0.989
C10 3.023 0.460 -3.282  -0.636
C11 4.260 0.996 -3.622  -0.692
C12 4.500 2.351 -3.453  -0.714
C13 3.498 3.176 -2.952  -0.610
C14 2.265 2.644 -2.614  -0.556
C15 -1.157 -2.001 -0.885  -0.261
P2 -1.920 -0.444 -0.326  1.133
C16 -2.621 -0.746 1.318  0.492
C17 -3.404 0.253 1.887  -0.367
C18 -3.982 0.056 3.132  -0.908
C19 -3.781 -1.138 3.812  -0.762
C20 -2.996 -2.134 3.249  -0.578
C21 -2.413 -1.938 2.005  -0.006
C22 -3.464 -0.369 -1.314  0.588
C23 -3.661 0.472 -2.402  0.220
C24 -4.837 0.420 -3.141  -0.719
C25 -5.829 -0.486 -2.807  -0.672
C26 -5.641 -1.342 -1.728  -0.735
C27 -4.474 -1.283 -0.985  -0.914
H1 -0.611 -2.963 -2.711  0.613
H2 -1.672 -1.606 -2.956  0.354
H3 0.626 -1.205 -3.796  0.910
H4 1.300 -1.519 -2.209  0.035
H5 -1.480 2.879 -2.133  -0.148
H6 -2.691 4.184 -3.834  0.472
H7 -2.582 3.504 -6.215  0.423
H8 -1.229 1.543 -6.878  0.454
H9 0.042 0.292 -5.192  0.375
H10 2.859 -0.602 -3.416  0.248
H11 5.033 0.351 -4.021  0.460
H12 5.463 2.769 -3.719  0.417
H13 3.680 4.237 -2.828  0.451
H14 1.486 3.293 -2.224  0.383
H15 -0.259 -2.161 -0.282  -1.216
H16 -1.842 -2.829 -0.703  1.044
H17 -3.559 1.192 1.366  0.443
H18 -4.580 0.843 3.575  0.463
H19 -4.227 -1.288 4.787  0.425
H20 -2.818 -3.059 3.785  0.522
H21 -1.775 -2.712 1.593  -0.026
H22 -2.901 1.176 -2.692  0.323
H23 -4.967 1.092 -3.981  0.490
H24 -6.748 -0.526 -3.380  0.399
H25 -6.409 -2.057 -1.459  0.435
H26 -4.357 -1.954 -0.144  0.370
O1 0.816 -2.165 2.917  -0.608
C28 0.260 -1.531 3.979  0.172
C29 0.219 -2.226 5.186  -0.487
C30 -0.341 -1.643 6.304  -0.454
C31 -0.867 -0.353 6.243  -0.864
C32 -0.827 0.336 5.049  -0.878
C33 -0.267 -0.233 3.900  -0.121
C34 -0.300 0.509 2.620  0.448
O2 0.079 -0.125 1.544  0.556
N1 -0.763 1.728 2.623  -0.669
N2 -0.804 2.293 1.348  0.773
C35 -1.246 3.490 1.383  -0.407
S1 -1.742 4.265 2.875  -0.031
C36 -2.394 5.745 2.054  -0.628
C37 -1.536 6.037 0.837  -0.587
S2 -1.340 4.480 -0.068  0.042
H27 0.721 -1.558 2.158  -0.108
H28 0.634 -3.227 5.214  0.476
H29 -0.369 -2.197 7.235  0.414
H30 -1.303 0.104 7.122  0.451
H31 -1.237 1.335 4.974  0.517
H32 -2.352 6.565 2.771  0.432
H33 -3.431 5.580 1.769  0.296
H34 -0.557 6.412 1.127  0.284
H35 -2.011 6.751 0.165  0.428
C38 3.431 2.832 1.034  -1.376
C39 2.119 2.551 0.706  -0.408
N3 1.763 1.367 0.202  1.485
C40 2.689 0.423 0.029  -0.538
C41 4.033 0.622 0.301  0.979
C42 4.399 1.870 0.809  -0.728
C43 5.091 -0.352 -0.013  -1.256
C44 5.143 -1.687 -0.060  -0.685
C45 4.157 -2.745 0.218  1.088
C46 4.640 -4.025 0.477  -0.940
C47 3.715 -5.017 0.748  -0.351
N4 2.405 -4.779 0.765  -0.621
C48 2.043 -3.530 0.503  -0.220
N5 2.839 -2.503 0.218  0.143
H36 3.681 3.801 1.445  0.540
H37 1.330 3.282 0.832  0.385
H38 2.352 -0.534 -0.340  0.340
H39 5.441 2.080 1.024  0.537
H40 6.040 0.138 -0.215  0.401
H41 6.125 -2.090 -0.287  0.372
H42 5.702 -4.235 0.473  0.449
H43 4.030 -6.035 0.951  0.429
H44 0.977 -3.329 0.537  0.528

Cartesian forces, eV/Å:
-0.4 -0.2 -0.3
0.1 0.0 -0.1
-0.1 0.0 0.0
0.1 0.0 0.1
0.1 0.0 -0.2
0.1 0.1 -0.2
0.0 0.0 0.0
0.0 0.0 -0.1
0.0 0.0 0.0
0.0 0.0 0.0
0.0 0.0 -0.1
0.0 0.0 0.0
0.0 0.0 0.0
0.0 0.0 0.0
0.0 0.0 0.0
0.0 0.0 0.0
-0.1 0.0 -0.1
-0.1 0.3 0.2
0.0 -0.1 -0.1
-0.1 0.1 0.1
0.0 0.0 0.0
0.0 0.0 0.0
0.0 0.0 0.0
0.0 0.0 0.0
0.0 -0.1 -0.1
0.0 0.0 0.1
0.0 0.0 0.0
0.0 0.0 0.0
0.0 0.0 0.0
0.0 0.0 -0.1
0.0 0.0 0.0
0.0 0.0 0.0
0.0 0.0 0.0
0.0 0.0 0.1
0.0 0.0 0.1
0.0 0.0 0.0
0.0 0.0 0.0
0.0 0.0 0.0
0.0 0.0 0.0
0.0 0.0 0.0
0.0 0.0 0.0
0.0 0.0 0.0
0.0 -0.1 0.0
0.0 0.0 0.0
-0.1 0.1 -0.1
-0.1 0.0 0.0
0.0 0.0 0.0
0.0 0.0 0.0
0.0 0.0 0.0
0.0 0.0 0.0
-0.1 0.0 0.0
-0.1 -0.1 0.1
0.0 0.0 0.0
0.0 0.0 0.0
0.0 0.0 0.0
0.0 0.0 0.0
0.0 -0.1 0.2
0.1 0.0 -0.1
0.0 0.0 0.0
0.0 0.0 0.0
0.0 0.0 0.0
0.0 0.0 0.0
0.0 0.1 0.0
-0.1 0.0 -0.1
0.1 0.0 0.2
0.1 -0.1 0.0
0.0 -0.1 0.1
-0.1 0.0 -0.1
0.0 0.0 0.0
0.0 0.1 0.0
0.0 0.0 0.0
0.0 -0.1 0.0
0.0 0.1 -0.1
0.0 0.0 0.0
0.0 0.0 0.0
0.0 0.0 0.0
0.0 0.0 0.0
0.0 0.0 0.0
0.0 0.0 0.0
0.0 0.0 0.0
0.0 0.0 0.0
0.1 0.0 0.0
-0.1 0.1 0.0
0.1 0.3 0.2
-0.1 -0.1 -0.1
0.1 0.1 0.0
0.0 0.0 0.0
0.0 0.1 0.1
0.0 -0.1 -0.1
0.0 0.0 0.0
0.0 0.0 0.0
0.0 0.0 0.0
0.0 0.1 0.0
0.2 -0.1 0.1
0.0 -0.3 0.0
0.0 0.0 0.0
0.1 -0.1 0.0
0.0 0.1 0.0
0.0 0.0 0.0
0.0 0.0 0.0
0.0 0.0 0.0
0.0 0.0 0.0
0.0 0.0 0.0
0.1 -0.1 0.0

Computed properties:
Energy relative to the best compared isomer or geometry (same formula, charge and spin), kJ/mol: 30.18
Charge: +1
Calculated total energy, Ha: -5267.04802
Lowest unoccupied orbital energy, eV: -2.63



The following is a DFT calculation (ωB97M-V/def2-TZVPD) of a molecular structure, C48H44N9O9Sr in a non-equilibrium geometry.

Each line ends with the Mulliken charge.
Atoms and positions in Å:
Sr1 1.506 0.563 -0.266  1.326
C1 0.720 0.566 -4.994  -1.150
C2 1.172 -0.755 -4.450  0.710
C3 0.770 -1.937 -5.066  -0.583
C4 1.237 -3.144 -4.585  -0.753
C5 2.120 -3.144 -3.522  -0.850
C6 2.498 -1.927 -2.969  1.004
N1 2.010 -0.757 -3.398  -0.249
C7 3.517 -1.916 -1.875  -0.052
C8 4.488 -2.906 -1.858  -0.512
C9 5.353 -2.981 -0.781  -1.300
C10 5.253 -2.043 0.221  -0.721
C11 4.322 -1.011 0.092  0.317
N2 3.454 -0.967 -0.928  0.166
C12 4.347 0.047 1.157  0.331
C13 5.589 0.473 1.611  -0.501
C14 5.647 1.348 2.680  -1.087
C15 4.475 1.687 3.315  -0.912
C16 3.268 1.202 2.821  0.408
C17 2.007 1.427 3.613  -1.202
N3 3.202 0.467 1.707  1.216
H1 -0.247 0.477 -5.493  0.378
H2 1.447 0.935 -5.727  0.335
H3 0.649 1.292 -4.197  0.035
H4 0.093 -1.899 -5.910  0.413
H5 0.918 -4.080 -5.030  0.417
H6 2.478 -4.075 -3.106  0.424
H7 4.568 -3.605 -2.679  0.589
H8 6.095 -3.769 -0.726  0.381
H9 5.860 -2.104 1.114  0.626
H10 6.492 0.144 1.114  0.585
H11 6.600 1.724 3.031  0.418
H12 4.479 2.321 4.193  0.477
H13 2.128 0.940 4.584  0.450
H14 1.158 0.979 3.110  -0.363
H15 1.817 2.492 3.779  0.535
O1 1.590 6.525 1.495  -0.579
C18 0.331 6.148 1.548  0.489
O2 -0.583 6.932 1.708  -0.679
C19 0.062 4.687 1.438  -0.116
C20 -1.179 4.142 1.649  -0.767
N4 -1.049 2.809 1.515  0.203
N5 0.191 2.444 1.196  0.973
C21 0.891 3.569 1.137  -0.122
C22 2.344 3.520 0.693  0.470
O3 3.067 4.489 1.029  -0.957
O4 2.693 2.520 0.016  -0.622
H16 2.203 5.725 1.355  0.420
H17 -2.118 4.624 1.886  0.527
H18 -1.773 2.107 1.500  -0.141
C23 -4.174 1.255 2.915  -1.411
O5 -3.745 0.614 1.721  0.486
C24 -4.705 0.062 0.933  0.545
C25 -6.050 0.396 1.033  -0.865
C26 -6.995 -0.242 0.236  -0.760
C27 -6.596 -1.214 -0.667  -0.791
C28 -5.245 -1.515 -0.793  -0.593
C29 -4.283 -0.881 -0.017  0.262
N6 -2.925 -1.246 -0.128  0.591
C30 -1.870 -0.428 -0.526  -0.855
N7 -2.253 0.841 -0.829  0.186
C31 -1.571 1.913 -1.514  -0.923
C32 -0.187 2.033 -1.588  1.236
C33 0.243 3.217 -2.231  -1.341
C34 -0.607 4.177 -2.762  -1.051
C35 -1.986 3.997 -2.678  -0.540
C36 -2.456 2.864 -2.046  1.148
O6 -3.810 2.606 -1.913  -0.507
C37 -4.620 3.736 -1.645  -1.009
N8 -0.639 -0.851 -0.577  0.341
C38 -0.350 -2.257 -0.388  -0.604
C39 -0.924 -3.053 -1.535  -0.323
C40 -1.392 -4.287 -1.379  -0.978
C41 -1.463 -4.915 -0.053  -0.872
C42 -1.083 -4.272 1.048  -2.031
C43 -0.498 -2.896 1.064  2.299
O7 -1.253 -2.259 2.068  -0.522
C44 -0.903 -1.044 2.741  -0.896
H19 -3.287 1.384 3.530  0.294
H20 -4.896 0.643 3.456  0.571
H21 -4.612 2.233 2.711  0.396
H22 -6.370 1.146 1.747  0.450
H23 -8.040 0.030 0.329  0.402
H24 -7.327 -1.725 -1.284  0.389
H25 -4.909 -2.256 -1.512  0.507
H26 -2.744 -2.232 -0.207  -0.091
H27 -3.247 0.981 -0.860  0.432
H28 1.320 3.404 -2.308  0.318
H29 -0.214 5.079 -3.230  0.384
H30 -2.669 4.729 -3.094  0.209
H31 -4.648 4.432 -2.485  0.375
H32 -4.262 4.277 -0.763  0.352
H33 -5.627 3.368 -1.462  0.253
H34 -0.925 -2.549 -2.498  0.573
H35 -1.777 -4.839 -2.233  0.457
H36 -1.876 -5.918 0.021  0.375
H37 -1.214 -4.720 2.031  0.539
H38 -1.834 -0.717 3.210  0.439
H39 -0.563 -0.269 2.057  0.205
H40 -0.139 -1.195 3.492  0.441
O8 1.067 -2.459 -0.342  0.686
C45 1.100 -2.878 1.082  -0.182
C46 1.878 -4.202 1.237  -0.508
C47 2.680 -3.988 2.514  -0.802
C48 2.601 -2.467 2.721  -0.088
O9 3.305 -1.895 3.571  -0.793
N9 1.702 -1.915 1.886  0.565
H41 2.529 -4.287 0.362  -0.088
H42 1.230 -5.075 1.250  0.624
H43 3.723 -4.304 2.456  0.407
H44 2.227 -4.477 3.380  0.282

Cartesian forces, eV/Å:
-0.9 -1.2 -0.2
0.1 0.0 0.0
0.2 -0.1 0.2
0.0 0.0 0.0
0.0 -0.1 0.0
-0.1 -0.2 0.0
0.0 0.3 0.0
0.0 -0.1 -0.2
-0.2 0.2 0.2
0.1 -0.1 -0.1
0.0 -0.1 0.0
0.0 0.0 0.1
0.0 0.0 -0.1
0.7 -0.3 -0.1
0.0 0.1 0.2
0.0 0.0 -0.2
0.1 0.0 0.0
0.0 0.0 0.0
-0.1 -0.2 -0.1
0.1 0.1 -0.1
0.7 0.0 0.5
0.1 0.0 0.0
0.0 0.0 0.1
-0.1 0.2 0.2
0.0 0.0 0.0
0.0 0.0 0.0
0.0 0.0 0.0
0.0 0.0 0.0
0.0 0.0 0.0
0.0 0.0 0.0
0.0 0.0 0.0
0.0 0.0 0.0
0.0 0.0 0.0
0.0 0.0 0.0
0.0 0.0 0.0
0.0 -0.1 0.0
0.0 0.1 0.0
-0.2 -0.1 0.0
0.1 -0.1 0.0
0.2 0.0 0.0
-0.3 -0.1 0.0
-0.2 0.0 0.1
0.3 0.2 0.0
0.1 0.0 0.0
0.2 0.1 -0.1
-0.3 -0.2 -0.1
0.3 1.5 0.4
0.2 0.0 0.0
0.2 -0.1 -0.1
-0.1 0.0 -0.1
0.1 0.0 -0.1
0.1 0.1 0.2
-0.1 0.1 0.0
-0.1 0.0 0.0
0.0 0.0 0.0
0.0 0.0 0.0
0.0 0.0 -0.1
0.1 -0.1 -0.1
0.0 0.1 -0.2
0.2 0.0 0.0
0.3 0.0 0.0
0.1 -0.1 0.0
-0.3 0.4 -0.5
0.1 -0.1 -0.1
0.0 0.0 0.0
0.1 0.1 0.0
0.2 0.0 0.0
-0.4 0.1 0.1
0.0 -0.1 0.0
-0.6 -0.1 0.1
-0.3 0.1 0.1
0.2 0.2 0.0
-0.2 -0.2 0.1
-0.1 -0.1 -0.3
0.0 0.1 0.1
0.2 0.1 -0.1
0.1 0.1 0.2
-0.1 -0.2 -0.4
0.1 0.0 0.0
0.0 -0.1 0.0
0.0 0.1 0.0
0.0 -0.1 -0.1
0.1 0.0 0.0
0.1 0.1 0.1
0.0 0.1 0.0
0.0 -0.1 0.1
-0.2 0.0 0.0
-0.2 0.0 0.0
0.0 -0.1 0.1
0.1 -0.1 0.1
0.0 0.0 0.0
0.1 0.0 0.0
0.0 -0.1 0.0
0.0 0.0 0.0
0.0 0.0 0.1
0.0 0.1 0.0
0.1 0.0 -0.1
0.0 0.0 0.0
0.1 0.1 -0.1
0.2 -0.1 0.1
-0.3 0.1 0.0
0.0 -0.2 0.1
0.0 0.1 0.0
-0.1 0.0 -0.1
0.1 0.2 -0.1
-0.3 -0.1 -0.3
0.0 0.1 0.3
0.0 0.0 0.0
0.0 -0.1 0.0
0.0 0.0 0.0
0.0 0.0 0.0

Computed properties:
Energy relative to the best compared isomer or geometry (same formula, charge and spin), kJ/mol: 412.72
Charge: -1
Calculated total energy, Ha: -3056.39635
Lowest unoccupied orbital energy, eV: 2.14